Density functional theory data (wB97M-V/def2-TZVPD) for a molecular structure, C12H26N4O3 in a non-equilibrium geometry.

For the total energy, the calculation gives -917.3667 Ha. The charge is 0. Its spin multiplicity is 1. The value obtained for the maximum force is 0.114 hartree/bohr. The energy relative to the best compared isomer or geometry (same formula, charge and spin) comes out at 653.8 kJ/mol.

Geometry as XYZ:
```
45
C12H26N4O3 | OMol25 | wB97M-V/def2-TZVPD
C 0.437 -0.914 1.375
C 0.437 -0.236 -0.037
C -0.674 -0.137 2.106
C -0.867 -0.351 3.546
C -0.030 0.296 4.674
C -0.307 -0.132 6.187
C -0.967 -0.175 -2.126
C -2.362 0.192 -2.096
C -0.506 -0.967 -3.298
C 1.025 -1.257 -3.353
C 1.905 0.014 -3.147
C 1.750 0.894 -4.374
H 2.042 0.103 1.540
H 1.420 -0.687 3.160
H 0.025 -1.968 1.268
H -0.739 1.075 1.784
H -1.510 -0.562 1.597
H -1.932 -0.020 3.701
H -1.171 -1.546 3.728
H 1.181 0.143 4.629
H -0.122 1.375 4.468
H -0.557 -1.385 6.361
H -1.326 0.457 6.392
H 0.293 1.171 7.657
H 1.662 0.527 6.621
H -0.948 -1.521 -0.432
H -0.541 0.926 -2.182
H -0.962 -1.938 -3.191
H -0.996 -0.502 -4.208
H 1.255 -1.474 -4.493
H 1.174 -2.156 -2.846
H 1.930 0.420 -2.144
H 2.971 -0.105 -3.344
H 0.787 1.330 -4.558
H 1.886 0.238 -5.222
H 3.602 1.880 -4.770
H 2.244 2.722 -3.991
H -3.633 1.004 -0.558
N 1.721 -0.844 1.986
N 0.763 0.283 7.129
N -0.361 -0.786 -0.916
N 2.553 2.029 -4.794
O 0.967 0.838 -0.233
O -3.033 0.663 -2.950
O -2.910 0.043 -0.760
```

So, what does the Löwdin scheme give us? The charges, in e, come out as:
1. C -0.39
2. C -0.50
3. C -0.23
4. C -0.27
5. C -0.24
6. C -0.33
7. C -0.24
8. C -0.48
9. C -0.15
10. C -0.15
11. C -0.18
12. C -0.37
13. H 0.11
14. H 0.14
15. H 0.15
16. H 0.20
17. H 0.08
18. H 0.12
19. H 0.17
20. H 0.12
21. H 0.11
22. H 0.16
23. H 0.12
24. H 0.13
25. H 0.07
26. H 0.17
27. H 0.21
28. H 0.11
29. H 0.14
30. H 0.14
31. H 0.08
32. H 0.08
33. H 0.11
34. H 0.10
35. H 0.10
36. H 0.08
37. H 0.12
38. H 0.28
39. N 0.02
40. N -0.08
41. N 0.13
42. N -0.04
43. O 0.04
44. O 0.14
45. O -0.06



Density functional theory data (wB97M-V/def2-TZVPD) for a molecular structure, C37H78Cl4N6O8 in a non-equilibrium geometry.

For the total energy, the calculation gives -4227.3722 Ha. The charge is 0. Its spin multiplicity is 1. The value obtained for the maximum force is 0.105 hartree/bohr.

Geometry as XYZ:
```
133
C37H78Cl4N6O8 | OMol25 | wB97M-V/def2-TZVPD
C 2.365 17.457 -18.145
O 2.771 18.745 -18.610
C 3.862 18.794 -19.536
C 5.226 18.927 -18.840
N 5.097 20.140 -17.902
H 5.004 21.051 -18.327
H 4.232 19.932 -17.424
C 6.187 20.268 -16.789
C 7.586 20.598 -17.330
O 7.819 19.498 -18.174
C 9.107 19.506 -18.778
H 3.123 16.832 -17.673
H 1.849 16.858 -18.895
H 1.716 17.609 -17.282
H 3.668 19.669 -20.157
H 3.839 17.908 -20.170
H 5.898 19.263 -19.630
H 5.517 18.115 -18.174
H 6.400 19.375 -16.201
H 5.737 21.047 -16.173
H 8.284 20.862 -16.536
H 7.462 21.495 -17.937
H 8.996 19.905 -19.786
H 9.544 18.522 -18.945
H 9.867 20.018 -18.187
C -4.806 21.201 -18.933
O -4.651 22.471 -19.506
C -3.324 22.604 -20.154
C -3.266 23.792 -21.146
N -3.889 25.010 -20.344
H -4.619 24.537 -19.830
H -3.187 25.299 -19.678
C -4.194 26.250 -21.105
C -5.099 27.112 -20.203
O -6.217 26.417 -19.609
C -7.496 26.864 -20.073
H -4.965 20.463 -19.720
H -5.745 21.282 -18.386
H -4.064 20.944 -18.177
H -3.283 21.732 -20.807
H -2.430 22.548 -19.533
H -4.115 23.656 -21.816
H -2.390 24.034 -21.748
H -4.725 25.892 -21.987
H -3.328 26.818 -21.448
H -5.364 28.020 -20.745
H -4.590 27.542 -19.340
H -8.269 26.292 -19.559
H -7.545 26.621 -21.134
H -7.663 27.926 -19.892
C -2.706 17.890 -19.481
C -1.556 18.743 -19.089
O -1.734 19.740 -18.343
O -0.401 18.555 -19.388
H -3.646 18.065 -18.959
H -2.502 16.819 -19.471
H -2.912 18.114 -20.527
C -1.249 20.699 -22.770
C -0.510 22.058 -22.424
O -0.566 23.024 -23.247
O 0.018 22.056 -21.269
H -1.509 20.616 -23.826
H -2.182 20.443 -22.269
H -0.751 19.801 -22.404
C -5.565 12.900 -23.358
C -5.954 13.236 -21.937
N -5.497 14.537 -21.397
C -4.051 14.527 -21.146
C -3.289 15.197 -22.235
C -6.184 14.969 -20.156
C -6.235 16.463 -20.030
H -6.248 12.131 -23.717
H -4.540 12.544 -23.463
H -5.497 13.816 -23.945
H -7.036 13.114 -21.969
H -5.610 12.483 -21.228
H -3.894 15.290 -20.384
H -3.520 13.650 -20.776
H -3.397 14.550 -23.105
H -3.605 16.168 -22.618
H -2.215 15.145 -22.058
H -5.688 14.435 -19.345
H -7.214 14.621 -20.245
H -6.680 16.752 -19.078
H -6.708 17.072 -20.801
H -5.203 16.801 -19.935
C -3.645 15.131 -15.052
C -2.264 14.556 -14.702
N -1.195 14.613 -15.755
C -1.506 13.758 -16.938
C -1.642 12.273 -16.539
C -1.193 15.990 -16.290
C -1.198 17.188 -15.358
H -4.433 14.565 -14.555
H -3.744 15.010 -16.130
H -3.593 16.175 -14.743
H -2.063 15.188 -13.837
H -2.368 13.553 -14.288
H -2.395 14.020 -17.511
H -0.755 13.832 -17.725
H -0.883 12.068 -15.784
H -2.623 12.193 -16.070
H -1.675 11.574 -17.374
H -2.088 16.116 -16.900
H -0.341 16.116 -16.958
H -1.361 18.121 -15.898
H -0.232 17.267 -14.858
H -1.913 17.224 -14.536
C -5.102 19.648 -23.709
Cl -4.822 19.393 -21.987
Cl -4.231 18.566 -24.722
Cl -6.851 19.712 -24.083
Cl -4.411 21.227 -24.082
N -6.748 17.541 -14.781
C -6.472 16.825 -15.910
C -5.378 17.477 -16.524
C -4.962 18.452 -15.647
C -5.872 18.593 -14.633
H -7.576 17.443 -14.211
H -6.872 15.857 -16.175
H -4.843 17.260 -17.437
H -4.147 19.113 -15.904
H -5.920 19.350 -13.864
N 1.739 14.945 -20.941
C 0.987 15.928 -21.493
C 0.949 15.650 -22.875
C 1.863 14.635 -23.052
C 2.403 14.218 -21.858
H 1.902 14.870 -19.947
H 0.550 16.705 -20.883
H 0.455 16.238 -23.634
H 2.012 14.149 -24.005
H 3.018 13.364 -21.618
```

Here are the Löwdin charges for atoms 1 to 99, given in e:
1. C -0.09
2. O -0.17
3. C -0.17
4. C -0.07
5. N 0.09
6. H 0.18
7. H 0.15
8. C -0.06
9. C -0.21
10. O -0.21
11. C -0.07
12. H 0.08
13. H 0.06
14. H 0.09
15. H 0.14
16. H 0.14
17. H 0.13
18. H 0.14
19. H 0.14
20. H 0.13
21. H 0.14
22. H 0.13
23. H 0.09
24. H 0.09
25. H 0.09
26. C -0.12
27. O -0.21
28. C -0.14
29. C -0.01
30. N 0.05
31. H 0.14
32. H 0.17
33. C -0.09
34. C -0.19
35. O -0.19
36. C -0.08
37. H 0.02
38. H 0.09
39. H 0.08
40. H 0.09
41. H 0.14
42. H 0.11
43. H 0.12
44. H 0.13
45. H 0.14
46. H 0.12
47. H 0.12
48. H 0.09
49. H 0.09
50. H 0.09
51. C -0.04
52. C -0.83
53. O -0.10
54. O -0.03
55. H 0.04
56. H 0.06
57. H 0.03
58. C -0.06
59. C -0.75
60. O -0.14
61. O -0.11
62. H 0.03
63. H -0.01
64. H 0.06
65. C -0.10
66. C -0.27
67. N -0.16
68. C -0.27
69. C -0.09
70. C -0.25
71. C -0.09
72. H 0.07
73. H 0.06
74. H 0.07
75. H 0.10
76. H 0.11
77. H 0.07
78. H 0.13
79. H 0.05
80. H 0.06
81. H 0.07
82. H 0.11
83. H 0.11
84. H 0.06
85. H 0.07
86. H 0.03
87. C -0.09
88. C -0.25
89. N -0.13
90. C -0.27
91. C -0.09
92. C -0.27
93. C -0.08
94. H 0.08
95. H 0.06
96. H 0.05
97. H 0.10
98. H 0.09
99. H 0.09



Density functional theory data (wB97M-V/def2-TZVPD) for 3 unconnected molecules or ions with the total composition C4H7NO in a non-equilibrium geometry.

For the total energy, the calculation gives -286.4469 Ha. The charge is 0. Its spin multiplicity is 1. The value obtained for the maximum force is 0.069 hartree/bohr. The energy relative to the best compared isomer or geometry (same formula, charge and spin) comes out at 485.0 kJ/mol.

Geometry as XYZ:
```
13
C4H7NO | OMol25 | wB97M-V/def2-TZVPD
N -0.573 0.142 -2.426
C -0.260 0.102 -1.201
C -0.867 0.626 0.002
C 0.178 0.615 1.073
C 1.017 -0.549 0.631
O 0.959 -0.633 -0.707
H 0.032 -0.439 -3.007
H -1.633 1.361 -0.063
H -1.218 -0.901 0.560
H -0.178 0.559 2.106
H 0.838 1.499 0.982
H -0.243 -1.540 0.983
H 1.948 -0.840 1.068
```

So, what does the Löwdin scheme give us? The charges, in e, come out as:
1. N 0.13
2. C -0.40
3. C -0.09
4. C -0.26
5. C -0.21
6. O -0.04
7. H 0.06
8. H 0.10
9. H 0.19
10. H 0.12
11. H 0.14
12. H 0.15
13. H 0.12



Density functional theory data (wB97M-V/def2-TZVPD) for 10 unconnected molecules or ions with the total composition H20O10 in a non-equilibrium geometry.

For the total energy, the calculation gives -764.3344 Ha. The charge is 0. Its spin multiplicity is 1. The value obtained for the maximum force is 0.027 hartree/bohr. The energy relative to the best compared isomer or geometry (same formula, charge and spin) comes out at 387.2 kJ/mol. Its structure (SMILES) is O.O.O.O.O.O.O.O.O.O.

Geometry as XYZ:
```
30
H20O10 | OMol25 | wB97M-V/def2-TZVPD
H 0.222 0.588 0.926
H -0.601 1.259 2.013
H -3.240 -1.355 -0.885
H -4.050 -2.148 -1.897
H 1.842 -2.058 0.632
H 0.482 -2.676 0.911
H 4.297 0.914 0.046
H 4.540 0.690 -1.438
H -4.542 -2.380 1.455
H -3.519 -1.932 2.485
H -4.609 1.759 -1.141
H -3.709 0.536 -1.074
H 0.220 -0.249 -2.348
H 1.343 -1.204 -1.976
H 4.917 -1.469 1.477
H 4.162 -1.140 0.200
H -0.909 2.835 1.246
H -1.331 4.049 0.434
H 1.659 2.203 -0.169
H 2.971 2.109 -0.931
O 0.288 0.940 1.821
O -3.281 -1.573 -1.823
O 1.025 -2.325 0.197
O 4.189 0.257 -0.651
O -3.600 -2.212 1.567
O -3.945 1.334 -0.587
O 0.791 -0.502 -1.613
O 4.029 -1.449 1.103
O -1.684 3.352 0.999
O 2.044 1.848 -0.978
```

So, what does the Löwdin scheme give us? The charges, in e, come out as:
1. H 0.03
2. H 0.02
3. H 0.01
4. H 0.04
5. H 0.01
6. H 0.04
7. H 0.07
8. H 0.08
9. H 0.04
10. H 0.04
11. H 0.04
12. H -0.01
13. H 0.04
14. H 0.03
15. H 0.04
16. H -0.02
17. H -0.01
18. H 0.04
19. H 0.03
20. H 0.01
21. O -0.05
22. O -0.05
23. O -0.06
24. O -0.05
25. O -0.05
26. O -0.06
27. O -0.08
28. O -0.07
29. O -0.05
30. O -0.06



Density functional theory data (wB97M-V/def2-TZVPD) for a gas-phase ion, C5H8NO2 (charge +1) in a non-equilibrium geometry.

For the total energy, the calculation gives -400.1239 Ha. The charge is +1. Its spin multiplicity is 1. The value obtained for the maximum force is 0.065 hartree/bohr. The energy relative to the best compared isomer or geometry (same formula, charge and spin) comes out at 442.1 kJ/mol. Its structure (SMILES) is C[C@]12C=C[C@H]([NH2+]1)OO2.

Geometry as XYZ:
```
16
C5H8NO2 | OMol25 | wB97M-V/def2-TZVPD
C -1.460 1.406 0.309
C -0.138 1.360 0.508
C -1.754 0.303 -0.642
C 0.391 0.213 -0.363
C 1.766 -0.473 -0.349
N -0.823 -0.797 -0.178
O -1.204 0.622 -1.919
O 0.165 0.445 -1.682
H -2.088 2.167 0.585
H 0.549 2.093 1.163
H -2.847 0.005 -0.774
H 1.969 -0.726 -1.390
H 1.711 -1.262 0.387
H 2.436 0.375 -0.081
H -0.830 -1.103 0.760
H -0.829 -1.760 -0.540
```

So, what does the Löwdin scheme give us? The charges, in e, come out as:
1. C 0.04
2. C 0.07
3. C -0.22
4. C -0.44
5. C 0.07
6. N 0.21
7. O 0.06
8. O 0.01
9. H 0.11
10. H 0.19
11. H 0.21
12. H 0.11
13. H 0.10
14. H 0.12
15. H 0.16
16. H 0.21